1.
Here is 7 unconnected molecules or ions with the total composition H14O7 from OMol25. Energies are from ωB97M-V with the def2-TZVPD basis set.

## Properties
Energy relative to the best compared isomer or geometry (same formula, charge and spin) in kcal per mole: 64.1
Electronic energy in Eh: -535.021710
Structure (SMILES): O.O.O.O.O.O.O
LUMO energy in hartree: 0.005

ORCA input file:
```
! wB97M-V def2-TZVPD RIJCOSX def2/J DEFGRID3
* xyz 0 1
O 1.69567 0.86075 1.27307
O -0.74091 2.28712 0.51797
O -2.01748 -1.59771 -0.12545
O 5.05938 -1.01883 -0.32434
H 1.38729 1.77044 1.36146
H 1.99691 0.44456 2.07888
H -1.26539 1.47388 0.62094
H -0.41066 2.21830 -0.41940
H -1.77449 -2.48515 -0.13981
H -2.25131 -1.22534 -0.99563
H 5.50600 -1.30954 0.52397
H 4.58510 -1.75384 -0.71085
O -0.60349 -0.57754 2.36119
O 1.50919 -0.77072 -1.00450
O -5.33961 0.98506 -2.34093
H 1.39889 0.02986 -1.70908
H 2.55149 -0.73470 -0.93896
H -0.85193 -1.02045 1.45552
H 0.08290 0.02002 2.11174
H -4.63069 1.59819 -2.04200
H -5.88686 0.80563 -1.55379
*
```

2.
Here is 2 unconnected molecules or ions with the total composition C5H15N2S from OMol25. Energies are from ωB97M-V with the def2-TZVPD basis set.

## Properties
Energy relative to the best compared isomer or geometry (same formula, charge and spin) in kcal per mole: 25.8
Electronic energy in Eh: -706.935460
LUMO energy in hartree: -0.115

ORCA input file:
```
! wB97M-V def2-TZVPD RIJCOSX def2/J DEFGRID3
* xyz 1 1
C -0.78395 -1.51799 1.54190
C -1.32946 -2.37568 0.40516
S -1.90706 -1.32228 -0.99632
N 0.06672 -2.33313 2.40588
H -0.19340 -0.68921 1.14675
H -1.61879 -1.02260 2.05185
H -0.55289 -3.03448 0.02381
H -2.17372 -2.96795 0.74379
H -1.65279 -2.21057 -1.96819
H 0.40577 -1.74589 3.16476
H -0.51571 -3.02319 2.86450
C 0.65038 3.72090 -0.52641
C 0.46109 2.35124 -1.09612
C 1.27812 1.35259 -0.80772
N 1.06793 0.00671 -1.36797
H 1.51536 3.76948 0.13164
H 0.78561 4.44028 -1.33386
H -0.23901 4.00142 0.03768
H -0.37205 2.20431 -1.77729
H 2.12430 1.44589 -0.15088
H 0.03952 -0.25270 -1.36734
H 1.41681 -0.09020 -2.32625
H 1.52721 -0.70695 -0.79937
*
```

3.
Here is 2 unconnected molecules or ions with the total composition BrHOS from OMol25. Energies are from ωB97M-V with the def2-TZVPD basis set.

## Properties
Energy relative to the best compared isomer or geometry (same formula, charge and spin) in kcal per mole: 72.9
Electronic energy in Eh: -3047.888783
LUMO energy (alpha / beta) in hartree: -0.130 / -0.130

ORCA input file:
```
! wB97M-V def2-TZVPD RIJCOSX def2/J DEFGRID3
* xyz 0 1
O 0.68567 1.30852 0.55497
S 0.40523 -1.06594 -0.61672
Br -1.36719 -1.76739 0.36038
H 0.27629 1.52481 -0.29863
*
```

4.
Here is a molecular structure, C22H23Cl3N3O3SSbSe4Ti from OMol25. Energies are from ωB97M-V with the def2-TZVPD basis set.

## Properties
Energy relative to the best compared isomer or geometry (same formula, charge and spin) in kcal per mole: 5.9
Electronic energy in Eh: -13716.397734
LUMO energy (alpha / beta) in hartree: 0.134 / 0.122
Expectation value of S²: 2.022

ORCA input file:
```
! wB97M-V def2-TZVPD RIJCOSX def2/J DEFGRID3
* xyz -2 3
Ti 0.26539 -0.60690 -0.44749
C -3.34957 -0.32747 3.82510
C -2.62025 0.82016 3.63222
C -1.49794 0.85940 2.81108
C -1.02103 -0.28398 2.17178
C -1.72956 -1.46048 2.39638
C -2.91408 -1.50880 3.22495
N 0.25641 -0.20136 1.52583
N 1.10790 0.50076 2.28877
C 2.18767 0.90377 1.74241
C 3.13713 1.67890 2.45861
C 4.11891 2.36672 1.80533
C 4.14171 2.35504 0.36721
C 3.40940 1.35367 -0.23762
N 2.64738 0.47598 0.48047
H -4.19108 -0.29910 4.47014
H -2.86026 1.74071 4.15572
H -0.92401 1.76787 2.74092
H -1.47572 -2.43413 2.01522
H -3.48862 -2.42857 3.37946
H 2.97058 1.56345 3.49703
H 4.93476 2.94235 2.30451
H 4.89125 2.94517 -0.14588
H 3.48888 1.18446 -1.27603
Cl -2.03898 4.96237 -5.04413
C -1.15582 3.78690 -4.05541
C -1.36095 3.81816 -2.68103
C -0.77284 2.87831 -1.89709
Cl -1.05938 2.83300 -0.20915
C -0.00911 1.80993 -2.38710
O 0.49008 0.86433 -1.61610
C 0.28322 1.90479 -3.75221
Cl 1.35520 0.74276 -4.40523
C -0.27180 2.87974 -4.60763
H -2.07309 4.43069 -2.19071
H -0.12671 2.84781 -5.66709
C 4.27295 -1.72665 1.55385
O 2.88346 -1.58948 1.30806
C 2.37856 -0.91571 0.12753
C 3.21086 -1.28244 -1.08681
H 4.74645 -2.43349 0.84105
H 4.42225 -2.13414 2.54038
H 4.73859 -0.75867 1.50488
H 4.20442 -0.85449 -1.09808
H 2.74691 -0.80945 -2.03401
H 3.29920 -2.34887 -1.19708
Se -0.08468 -7.22005 -1.15186
Sb -1.07127 -5.04041 -0.99037
Se -3.06072 -4.86220 0.43457
Se -1.01457 -3.58683 -3.13404
Se 0.72536 -3.36238 -0.07520
C -4.04281 0.05748 0.14810
S -2.90050 -1.29708 -0.37775
C -3.80833 -1.82646 -1.77145
O -1.70152 -0.62289 -0.97360
H -4.08560 0.76301 -0.66822
H -3.63512 0.37679 1.08973
H -5.06875 -0.31103 0.34436
H -4.09101 -2.84544 -1.48810
H -3.14915 -1.87003 -2.63069
H -4.66004 -1.16547 -1.88847
*
```

5.
Here is a single C2H6N2S2 molecule from OMol25. Energies are from ωB97M-V with the def2-TZVPD basis set.

## Properties
Energy relative to the best compared isomer or geometry (same formula, charge and spin) in kcal per mole: 8.4
Electronic energy in Eh: -985.670173
Structure (SMILES): CNC(=S)NS
LUMO energy in hartree: 0.016

ORCA input file:
```
! wB97M-V def2-TZVPD RIJCOSX def2/J DEFGRID3
* xyz 0 1
C -0.43643 1.52528 -2.15615
C -0.07133 -0.23762 -0.45505
H -0.28670 1.57642 -3.24046
H -1.36593 1.96791 -1.89124
H 0.41316 2.09041 -1.79414
H -0.36832 -0.56175 -2.37134
H -0.10600 1.68536 0.11484
H 0.69402 -0.67863 1.94122
N -0.19869 0.16383 -1.71306
N -0.04624 0.75974 0.46304
S 0.04996 -1.88474 -0.16612
S 0.31133 0.61782 2.14477
*
```

6.
Here is a molecular structure, C17H17ClFe from OMol25. Energies are from ωB97M-V with the def2-TZVPD basis set.

## Properties
Electronic energy in Eh: -2381.811951
LUMO energy (alpha / beta) in hartree: 0.095 / 0.038
Expectation value of S²: 8.767

ORCA input file:
```
! wB97M-V def2-TZVPD RIJCOSX def2/J DEFGRID3
* xyz -1 6
C 1.88575 -2.29516 0.92813
C 1.94311 -1.99699 -0.46899
C 0.59742 -2.00390 -0.99550
H 2.83626 -1.86932 -1.06363
C -0.28636 -2.29155 0.10863
C 0.51138 -2.44440 1.28956
H 0.15692 -2.72829 2.28176
H 2.75040 -2.44356 1.57040
H 0.34313 -1.95107 -2.05308
H -1.36049 -2.46389 0.02403
Fe 0.75054 -0.28366 0.24093
Cl 2.61232 0.75954 -0.12327
C 1.11151 2.45739 -4.21597
C -0.12137 1.81477 -4.55782
C 0.19008 0.57746 -5.20696
H -1.11970 2.21585 -4.39291
C 1.61489 0.45632 -5.26796
C 2.18439 1.61820 -4.65597
H 3.24664 1.84236 -4.57595
H 1.21675 3.43144 -3.74214
H -0.52848 -0.12891 -5.61942
H 2.16803 -0.35682 -5.73530
C -0.88213 0.60746 0.99892
C -1.28040 0.57580 2.43840
C -2.58423 0.99706 2.81964
C -2.97594 0.99410 4.15935
C -2.12356 0.48794 5.15446
C -0.84834 0.01141 4.79253
C -0.42129 0.10326 3.45530
H -0.64512 1.62939 0.63827
H -1.65778 0.14820 0.35539
H -3.28723 1.33007 2.04598
H -3.95705 1.39499 4.43358
H -2.44288 0.45138 6.20203
H -0.18731 -0.43277 5.53954
H 0.59016 -0.21413 3.19803
*
```

7.
Here is a molecular structure, C35H58AlN6O4P3S3 from OMol25. Energies are from ωB97M-V with the def2-TZVPD basis set.

## Properties
Electronic energy in Eh: -4458.886481
LUMO energy in hartree: -0.201

ORCA input file:
```
! wB97M-V def2-TZVPD RIJCOSX def2/J DEFGRID3
* xyz 2 1
Al 0.11045 -0.27551 0.28963
C 0.84037 -0.86938 4.10400
P -0.46519 -0.30956 2.94999
C -1.61789 -1.73768 3.13494
N -2.05183 -2.00205 4.34936
C -2.88545 -3.04825 4.53028
C -3.36368 -3.35852 5.82694
C -4.20742 -4.41529 5.98904
C -4.61755 -5.20100 4.87733
C -4.17587 -4.92435 3.62005
C -3.28915 -3.83894 3.42220
N -2.81608 -3.56946 2.19078
C -1.98362 -2.56291 2.03734
P -1.36752 -2.32182 0.31432
C -2.90416 -2.64093 -0.60708
C -0.22975 -3.77071 -0.04933
C 0.19022 -3.64807 -1.52077
C 0.99693 -3.61505 0.86332
C -0.87484 -5.13671 0.18531
C -1.24991 1.14772 3.85668
C -0.44055 2.38666 3.45299
C -2.71541 1.28515 3.44046
C -1.17273 0.98956 5.38051
H 0.35903 -1.19855 5.02100
H 1.54420 -0.06546 4.30970
H 1.38692 -1.69772 3.65545
H -3.04295 -2.74392 6.65863
H -4.57581 -4.66457 6.97674
H -5.29130 -6.03251 5.04188
H -4.47938 -5.51540 2.76501
H -3.14577 -3.69156 -0.46822
H -2.77822 -2.40887 -1.66124
H -3.71914 -2.04853 -0.19228
H 0.71167 -2.71282 -1.72329
H -0.66652 -3.70774 -2.19547
H 0.86585 -4.47361 -1.76381
H 1.46140 -2.63158 0.74742
H 1.74852 -4.36329 0.59891
H 0.74012 -3.75213 1.91818
H -1.60979 -5.36837 -0.58755
H -1.35574 -5.22394 1.15572
H -0.09129 -5.89759 0.12545
H -0.59289 2.65174 2.40740
H 0.63178 2.23829 3.61622
H -0.75001 3.23784 4.06357
H -2.83200 1.38840 2.36236
H -3.13819 2.18044 3.90568
H -3.30525 0.42828 3.77476
H -0.14629 1.04517 5.74562
H -1.62365 0.06034 5.71812
H -1.72461 1.82015 5.83085
O 0.32665 7.43702 -0.17780
C -0.60157 7.17200 -1.18969
N -1.31605 5.91498 -0.97661
C -0.65318 4.74909 -1.08643
O 0.50938 4.66324 -1.45654
C -1.40525 3.49504 -0.72621
C -2.77286 3.31086 -0.86525
C -3.32223 2.07196 -0.57568
C -2.48996 1.05560 -0.16894
N -1.16535 1.22926 -0.01894
C -0.64155 2.42703 -0.30555
H 1.13484 6.94662 -0.36266
H -0.13357 7.12043 -2.16856
H -1.34007 7.96593 -1.17930
H -2.19277 5.94405 -0.48379
H -3.40757 4.11096 -1.23065
H -4.38216 1.88942 -0.68905
H -2.87787 0.07166 0.04115
H 0.43308 2.53070 -0.22384
S 2.15104 0.29835 1.37774
C 3.57337 0.30515 0.35183
N 4.10700 1.45479 -0.01427
C 5.35551 1.55525 -0.78544
C 6.21990 0.34661 -0.47270
C 5.41541 -0.91477 -0.73575
N 4.14836 -0.83368 0.00932
H 3.62173 2.29152 0.26057
H 5.85296 2.48246 -0.51414
H 5.11784 1.59509 -1.85042
H 6.51914 0.37494 0.57706
H 7.11999 0.35649 -1.08347
H 5.94950 -1.80019 -0.40089
H 5.20519 -1.02706 -1.80102
H 3.70797 -1.67800 0.33075
C 1.50181 -0.83059 -6.43386
C 1.72607 -1.53193 -5.11123
C 3.03606 -1.15542 -4.45222
O 0.56859 -1.32069 -4.22137
P 0.14263 -0.11142 -3.32258
S -1.73975 -0.21694 -2.86088
S 1.34785 -0.07479 -1.61070
O 0.62948 1.13550 -4.15196
C 0.51353 2.53363 -3.72978
C 1.69991 3.25373 -4.32759
C -0.81004 3.11059 -4.18564
H 2.23558 -1.19435 -7.15581
H 1.61625 0.24724 -6.33034
H 0.50464 -1.04670 -6.81850
H 1.69011 -2.60593 -5.26276
H 3.09292 -0.07546 -4.29414
H 3.85671 -1.44743 -5.10920
H 3.15535 -1.66243 -3.49391
H 0.59548 2.55962 -2.64189
H 1.62663 3.26617 -5.41726
H 2.63497 2.76802 -4.04081
H 1.71848 4.28156 -3.96128
H -0.88366 3.05598 -5.27347
H -0.86482 4.16199 -3.89014
H -1.65164 2.57191 -3.75260
*
```

8.
Here is a single C9H7N3O2S2 molecule from OMol25. Energies are from ωB97M-V with the def2-TZVPD basis set.

## Properties
Energy relative to the best compared isomer or geometry (same formula, charge and spin) in kcal per mole: 9.8
Electronic energy in Eh: -1458.265467
Structure (SMILES): NC(=O)Sc1cncc2sc(C(N)=O)cc12
LUMO energy in hartree: -0.028

ORCA input file:
```
! wB97M-V def2-TZVPD RIJCOSX def2/J DEFGRID3
* xyz 0 1
O 3.13745 -1.67520 3.12109
O -2.01015 3.46568 -2.19516
N -1.52260 -3.00378 0.45812
S 0.74971 -0.49826 2.48740
S -2.29044 0.24812 -1.89600
C 2.40413 -1.21345 2.29606
C -1.05414 2.77270 -1.84215
C -1.22717 1.45572 -1.32603
C -0.49187 1.00084 -0.26866
C -0.79700 -2.44664 1.43398
C -2.04584 -2.24538 -0.51588
C -0.32902 -1.18259 1.26398
C -1.67666 -0.92719 -0.65385
C -0.82194 -0.32632 0.24873
N 3.14253 -0.83291 1.20818
N 0.13318 3.41661 -2.06613
H 0.10348 1.82070 0.24904
H -0.37429 -3.05444 2.21117
H -2.79991 -2.59706 -1.11619
H 2.66953 -0.25048 0.56987
H 4.13209 -0.80159 1.31399
H 0.96170 2.78593 -2.20812
H 0.00726 4.08901 -2.77345
*
```

Number 1: strongest force on any atom 5.0 eV/A. Number 2: strongest force on any atom 0.5 eV/A. Number 3: strongest force on any atom 3.3 eV/A. Number 4: strongest force on any atom 2.9 eV/A. Number 5: strongest force on any atom 2.1 eV/A. Number 6: strongest force on any atom 1.8 eV/A. Number 7: strongest force on any atom 0.6 eV/A. Number 8: strongest force on any atom 5.0 eV/A.